C3H7NO2 | ωB97M-V/def2-TZVPD

Calculated values
LUMO level	0.83	eV
spin multiplicity	1
strongest force on any atom	0.039	Eh/bohr
SMILES string	CNCC(=O)O
total charge	0
HOMO-LUMO gap	10.21	eV
total energy	-323.73694	Ha
HOMO level	-9.38	eV

```
13
Properties=species:S:1:pos:R:3:lowdin_charge:R:1
C -0.27 0.24 -1.93 -0.132
N 0.38 -0.18 -0.69 -0.110
C -0.37 0.28 0.45 -0.174
C 0.04 -0.46 1.73 -0.510
O 1.39 -0.44 1.86 0.089
O -0.69 -0.99 2.52 0.111
H -0.80 -0.60 -2.39 0.076
H 0.48 0.56 -2.67 0.084
H -0.98 1.05 -1.76 0.071
H 1.31 0.23 -0.68 0.104
H -1.42 0.03 0.28 0.122
H -0.47 1.36 0.68 0.136
H 1.40 -1.08 2.61 0.134
```